Entry 1:
Formula: C9H36N13O12
Source: the Open Molecules 2025 dataset
Level of theory: ωB97M-V/def2-TZVPD

The multiplicity is 2. Its highest occupied orbital energy (alpha / beta) is 0.76 / -3.29 eV. The calculated total energy is -1979.249473 Ha. Its LUMO energy (alpha / beta) is 0.170 / 0.169 Eh. As for the total charge: -2. Its expectation value of S² is 0.75. The orbital gap (alpha / beta) comes out at 3.869 / 7.891 eV.

Bonds (Å) are listed after each position.
Element x y z (Å)
1 N -0.16729 0.32418 0.08937  O2 1.260, O3 1.240, O4 1.225
2 O -1.16945 -0.29969 0.53049  N1 1.260
3 O 0.77961 -0.38088 -0.29104  N1 1.240
4 O -0.24052 1.54295 -0.01042  N1 1.225
5 C -3.47190 -0.01243 -2.25564  O6 1.400, H7 1.090, H8 1.090, H9 1.090
6 O -3.59361 0.34705 -0.90841  C5 1.400, H10 0.960
7 H -3.49287 -1.10199 -2.27855  C5 1.090
8 H -4.39834 0.28189 -2.74879  C5 1.090
9 H -2.60143 0.40158 -2.76453  C5 1.090
10 H -2.73167 0.19923 -0.51241  O6 0.960
11 C -1.59662 4.41855 1.02288  O12 1.418, H13 1.090, H14 1.090, H15 1.090
12 O -0.37378 3.94763 1.56524  C11 1.418, H16 0.960
13 H -2.12563 5.01559 1.76571  C11 1.090
14 H -1.51271 5.08529 0.16468  C11 1.090
15 H -2.10551 3.53255 0.64322  C11 1.090
16 H -0.02622 3.30776 0.93966  O12 0.960
17 C 2.72114 2.47257 2.98751  O18 1.450, H19 1.090, H20 1.090, H21 1.090
18 O 3.00165 1.56289 1.89436  C17 1.450, H22 0.960
19 H 1.69590 2.11976 3.09932  C17 1.090
20 H 3.23217 2.34293 3.94152  C17 1.090
21 H 2.54079 3.52190 2.75406  C17 1.090
22 H 2.49048 1.91045 1.15984  O18 0.960
23 C -3.64577 -0.20863 3.21738  O24 1.179, N25 1.261, N26 1.311
24 O -4.12443 -0.32425 4.28908  C23 1.179
25 N -2.72968 -0.94833 2.76662  C23 1.261, H27 1.010, H28 1.010
26 N -3.99379 0.76083 2.40693  C23 1.311, H29 1.010, H30 1.010
27 H -2.57729 -1.72696 3.39160  N25 1.010
28 H -2.20591 -0.67619 1.94704  N25 1.010
29 H -3.59835 0.68193 1.48092  N26 1.010
30 H -4.69957 1.42175 2.69876  N26 1.010
31 C 4.16271 -1.91911 -0.26244  O32 1.230, N33 1.279, N34 1.292
32 O 5.15041 -2.52122 -0.68118  C31 1.230
33 N 2.97874 -2.12428 -0.70197  C31 1.279, H35 1.010, H36 1.010
34 N 4.16634 -0.92361 0.56097  C31 1.292, H37 1.010, H38 1.010
35 H 2.82080 -3.04333 -1.08991  N33 1.010
36 H 2.25781 -1.42017 -0.63412  N33 1.010
37 H 5.04174 -0.59243 0.94057  N34 1.010
38 H 3.31872 -0.55203 0.96540  N34 1.010
39 C 0.58308 -3.84432 0.76412  O40 1.250, N41 1.256, N42 1.282
40 O 0.53623 -3.96818 -0.47883  C39 1.250
41 N 0.17099 -2.86654 1.43541  C39 1.256, H43 1.010, H44 1.010
42 N 0.94296 -4.86035 1.45750  C39 1.282, H45 1.010, H46 1.010
43 H -0.21024 -2.01462 1.04941  N41 1.010
44 H 0.54877 -2.78279 2.36834  N41 1.010
45 H 1.50611 -5.50766 0.92463  N42 1.010
46 H 1.16302 -4.57506 2.40105  N42 1.010
47 C 0.42478 1.49181 -3.64792  O48 1.189, N49 1.296, N50 1.344
48 O 0.16023 1.66417 -4.79386  C47 1.189
49 N -0.08558 2.26051 -2.73824  C47 1.296, H51 1.010, H52 1.010
50 N 0.92671 0.35859 -3.12776  C47 1.344, H53 1.010, H54 1.010
51 H -0.60264 3.08598 -3.00536  N49 1.010
52 H -0.10958 1.96284 -1.77341  N49 1.010
53 H 1.35088 -0.38682 -3.66118  N50 1.010
54 H 0.79096 0.20313 -2.13907  N50 1.010
55 C -3.63446 -3.23398 -0.25610  O56 1.152, N57 1.278, N58 1.323
56 O -4.04100 -4.31149 -0.21850  C55 1.152
57 N -4.41089 -2.25351 0.00446  C55 1.278, H59 1.010, H60 1.010
58 N -2.37703 -2.89690 -0.49321  C55 1.323, H61 1.010, H62 1.010
59 H -4.00849 -1.36323 0.26054  N57 1.010
60 H -5.22098 -2.69075 0.41999  N57 1.010
61 H -1.94314 -1.99838 -0.33674  N58 1.010
62 H -1.75442 -3.51365 -0.99528  N58 1.010
63 C 4.23032 2.27643 -1.86917  O64 1.249, N65 1.342, N66 1.303
64 O 5.24963 2.99774 -1.85894  C63 1.249
65 N 3.02332 2.49327 -1.32306  C63 1.342, H67 1.010, H68 1.010
66 N 4.12356 1.18825 -2.57871  C63 1.303, H69 1.010, H70 1.010
67 H 2.39824 1.70257 -1.38768  N65 1.010
68 H 2.86576 3.34570 -0.80475  N65 1.010
69 H 3.25268 0.67835 -2.61958  N66 1.010
70 H 4.97352 0.93505 -3.06199  N66 1.010

natural (NBO) charges in e: number 1, N, carries 0.59; number 2, O, carries -0.80; number 3, O, carries -0.76; number 4, O, carries -0.74; number 5, C, carries -0.25; number 6, O, carries -0.78; number 7, H, carries 0.17; number 8, H, carries 0.16; number 9, H, carries 0.18; number 10, H, carries 0.50; number 11, C, carries -0.25; number 12, O, carries -0.76; number 13, H, carries 0.16; number 14, H, carries 0.14; number 15, H, carries 0.19; number 16, H, carries 0.50; number 17, C, carries -0.29; number 18, O, carries -0.75; number 19, H, carries 0.19; number 20, H, carries 0.17; number 21, H, carries 0.17; number 22, H, carries 0.48; number 23, C, carries 0.74; number 24, O, carries -0.73; number 25, N, carries -0.84; number 26, N, carries -0.84; number 27, H, carries 0.39; number 28, H, carries 0.44; number 29, H, carries 0.40; number 30, H, carries 0.39; number 31, C, carries 0.74; number 32, O, carries -0.75; number 33, N, carries -0.85; number 34, N, carries -0.82; number 35, H, carries 0.40; number 36, H, carries 0.44; number 37, H, carries 0.39; number 38, H, carries 0.42; number 39, C, carries 0.75; number 40, O, carries -0.75; number 41, N, carries -0.80; number 42, N, carries -0.81; number 43, H, carries 0.46; number 44, H, carries 0.36; number 45, H, carries 0.40; number 46, H, carries 0.36; number 47, C, carries 0.75; number 48, O, carries -0.71; number 49, N, carries -0.85; number 50, N, carries -0.90; number 51, H, carries 0.39; number 52, H, carries 0.42; number 53, H, carries 0.40; number 54, H, carries 0.42; number 55, C, carries 0.75; number 56, O, carries -0.70; number 57, N, carries -0.83; number 58, N, carries -0.88; number 59, H, carries 0.41; number 60, H, carries 0.39; number 61, H, carries 0.42; number 62, H, carries 0.41; number 63, C, carries 0.76; number 64, O, carries -0.72; number 65, N, carries -0.85; number 66, N, carries -0.83; number 67, H, carries 0.41; number 68, H, carries 0.40; number 69, H, carries 0.41; number 70, H, carries 0.40

Entry 2:
Formula: C9H36N18O9
Source: the Open Molecules 2025 dataset
Level of theory: ωB97M-V/def2-TZVPD

The multiplicity is 1. Its highest occupied orbital energy is -8.84 eV. The calculated total energy is -2027.670886 Ha. Its LUMO energy is -0.018 Eh. As for the total charge: 0. The calculation puts the relative energy (zero: lowest compared OMol25 entry of this formula, charge and spin) at 1.399 eV. As for the SMILES: NC(N)=O.NC(N)=O.NC(N)=O.NC(N)=O.NC(N)=O.NC(N)=O.NC(N)=O.NC(N)=O.NC(N)=O. The orbital gap comes out at 8.351 eV.

Bonds (Å) are listed after each position.
Element x y z (Å)
1 C -4.39993 1.06051 1.31379  O2 1.220, N3 1.363, N4 1.368
2 O -5.61237 1.14786 1.21526  C1 1.220
3 N -3.75581 1.31844 2.48724  C1 1.363, H5 1.002, H6 1.004
4 N -3.57769 0.79885 0.25207  C1 1.368, H7 1.006, H8 1.005
5 H -2.76776 1.36404 2.64864  N3 1.002
6 H -4.36597 1.55212 3.24914  N3 1.004
7 H -2.60670 0.59461 0.41790  N4 1.006
8 H -4.07504 0.43606 -0.54273  N4 1.005
9 C 4.21811 -1.84189 -0.75160  O10 1.226, N11 1.356, N12 1.369
10 O 3.13321 -1.62575 -1.28118  C9 1.226
11 N 4.84310 -0.97551 0.08280  C9 1.356, H13 1.002, H14 1.002
12 N 4.91427 -2.99735 -0.98465  C9 1.369, H15 1.003, H16 1.003
13 H 5.74382 -1.29011 0.38940  N11 1.002
14 H 4.37610 -0.14204 0.38493  N11 1.002
15 H 4.50411 -3.70453 -1.56657  N12 1.003
16 H 5.66137 -3.26881 -0.37265  N12 1.003
17 C -1.42241 3.57689 -3.14759  O18 1.216, N19 1.372, N20 1.373
18 O -0.65936 4.44036 -3.53611  C17 1.216
19 N -1.93261 2.58564 -3.94805  C17 1.372, H21 1.004, H22 1.005
20 N -1.91139 3.54499 -1.86465  C17 1.373, H23 1.009, H24 1.008
21 H -2.89691 2.37276 -3.76583  N19 1.004
22 H -1.55250 2.58669 -4.87793  N19 1.005
23 H -2.42771 2.70085 -1.66538  N20 1.009
24 H -1.38230 3.96885 -1.11894  N20 1.008
25 C 1.41064 -2.29342 -4.10717  O26 1.222, N27 1.369, N28 1.380
26 O 1.06990 -2.44835 -5.27081  C25 1.222
27 N 1.24657 -3.24179 -3.13335  C25 1.369, H29 1.004, H30 1.002
28 N 1.55383 -1.02584 -3.57977  C25 1.380, H31 1.004, H32 1.012
29 H 1.52671 -3.04668 -2.18954  N27 1.004
30 H 0.77697 -4.07363 -3.43749  N27 1.002
31 H 1.59095 -0.21433 -4.16904  N28 1.004
32 H 2.03157 -0.98476 -2.68825  N28 1.012
33 C -2.93803 -1.63326 -3.14072  O34 1.211, N35 1.364, N36 1.391
34 O -3.74107 -1.86698 -2.26505  C33 1.211
35 N -1.89195 -2.43790 -3.48595  C33 1.364, H37 1.001, H38 1.005
36 N -2.83639 -0.40237 -3.78063  C33 1.391, H39 0.998, H40 1.002
37 H -1.93023 -3.40128 -3.21565  N35 1.001
38 H -1.13824 -2.09416 -4.05470  N35 1.005
39 H -3.54257 0.27645 -3.58724  N36 0.998
40 H -1.92584 -0.19946 -4.14735  N36 1.002
41 C -1.20852 5.21007 1.79718  O42 1.211, N43 1.388, N44 1.371
42 O -1.87930 5.15751 0.79066  C41 1.211
43 N -0.64235 4.10658 2.41922  C41 1.388, H45 1.005, H46 1.012
44 N -0.85411 6.36375 2.44717  C41 1.371, H47 1.006, H48 1.003
45 H -0.57584 4.15270 3.42111  N43 1.005
46 H -1.01972 3.28135 1.97135  N43 1.012
47 H 0.07678 6.34636 2.82733  N44 1.006
48 H -1.19178 7.24308 2.10123  N44 1.003
49 C -0.91244 -0.90664 4.48210  O50 1.214, N51 1.377, N52 1.374
50 O -2.10721 -0.69427 4.49990  C49 1.214
51 N -0.13931 -0.96276 3.34373  C49 1.377, H53 1.014, H54 1.022
52 N -0.23321 -1.22938 5.63245  C49 1.374, H55 1.001, H56 1.006
53 H 0.85695 -0.90253 3.52273  N51 1.014
54 H -0.36855 -0.44125 2.49550  N51 1.022
55 H 0.76238 -1.16640 5.70917  N52 1.001
56 H -0.89964 -1.21188 6.38638  N52 1.006
57 C 0.10922 0.48135 0.20429  O58 1.238, N59 1.355, N60 1.356
58 O -0.51617 0.91010 1.18324  C57 1.238
59 N -0.13138 0.99383 -1.02663  C57 1.355, H61 1.013, H62 1.006
60 N 0.94731 -0.57124 0.37402  C57 1.356, H63 1.006, H64 1.002
61 H -0.55116 1.91326 -1.09174  N59 1.013
62 H 0.10704 0.45406 -1.84192  N59 1.006
63 H 1.58680 -0.90241 -0.32821  N60 1.006
64 H 1.06550 -0.80177 1.34187  N60 1.002
65 C 3.02022 -2.73319 2.59783  O66 1.225, N67 1.363, N68 1.363
66 O 2.93448 -1.51108 2.57000  C65 1.225
67 N 4.21099 -3.38044 2.45209  C65 1.363, H69 1.003, H70 1.001
68 N 1.91665 -3.53179 2.64386  C65 1.363, H71 1.011, H72 1.002
69 H 4.30061 -4.37532 2.53922  N67 1.003
70 H 5.02591 -2.84836 2.21774  N67 1.001
71 H 1.04180 -3.03765 2.75539  N68 1.011
72 H 1.95756 -4.52144 2.79714  N68 1.002

Mulliken charges in e: number 1, C, carries 0.53; number 2, O, carries -0.72; number 3, N, carries -0.20; number 4, N, carries -0.19; number 5, H, carries 0.08; number 6, H, carries 0.19; number 7, H, carries 0.07; number 8, H, carries 0.14; number 9, C, carries 0.38; number 10, O, carries -0.78; number 11, N, carries -0.35; number 12, N, carries -0.40; number 13, H, carries 0.18; number 14, H, carries 0.21; number 15, H, carries 0.22; number 16, H, carries 0.18; number 17, C, carries 0.50; number 18, O, carries -0.63; number 19, N, carries -0.33; number 20, N, carries -0.39; number 21, H, carries 0.23; number 22, H, carries 0.21; number 23, H, carries 0.24; number 24, H, carries 0.21; number 25, C, carries 0.29; number 26, O, carries -0.64; number 27, N, carries -0.23; number 28, N, carries -0.13; number 29, H, carries 0.17; number 30, H, carries 0.24; number 31, H, carries 0.21; number 32, H, carries 0.21; number 33, C, carries 0.51; number 34, O, carries -0.63; number 35, N, carries -0.24; number 36, N, carries -0.34; number 37, H, carries 0.19; number 38, H, carries 0.16; number 39, H, carries 0.19; number 40, H, carries 0.20; number 41, C, carries 0.52; number 42, O, carries -0.62; number 43, N, carries -0.45; number 44, N, carries -0.47; number 45, H, carries 0.29; number 46, H, carries 0.21; number 47, H, carries 0.22; number 48, H, carries 0.25; number 49, C, carries 0.42; number 50, O, carries -0.63; number 51, N, carries -0.19; number 52, N, carries -0.43; number 53, H, carries 0.23; number 54, H, carries 0.18; number 55, H, carries 0.19; number 56, H, carries 0.26; number 57, C, carries 0.69; number 58, O, carries -0.78; number 59, N, carries 0.05; number 60, N, carries 0.19; number 61, H, carries -0.06; number 62, H, carries 0.13; number 63, H, carries -0.04; number 64, H, carries 0.03; number 65, C, carries 0.74; number 66, O, carries -0.64; number 67, N, carries -0.43; number 68, N, carries -0.35; number 69, H, carries 0.15; number 70, H, carries 0.17; number 71, H, carries 0.25; number 72, H, carries 0.18